Entry 1:
Here is an isolated molecule of C4H5P from OMol25. Energies are from wB97M-V/def2-TZVPD.

* structure (SMILES): C=CC1=PC1

Cartesian coordinates (Å):
C 0.222 0.119 -0.892
C 0.347 -0.783 1.713
C 1.076 -0.322 0.732
C -1.052 0.575 -1.348
P 0.569 0.639 -2.419
H 0.735 -1.151 2.665
H -0.640 -1.042 1.423
H 1.985 0.367 0.675
H -1.905 -0.058 -1.504
H -1.336 1.656 -1.047

=====

Entry 2:
Here is an isolated molecule of C5H8O from OMol25. Energies are from wB97M-V/def2-TZVPD.

* structure (SMILES): C#C[C@H](O)CC

Cartesian coordinates (Å):
C 1.349 -0.847 0.512
C -0.070 -0.509 0.973
C -0.970 0.206 -0.072
O -1.771 1.214 0.520
C -0.222 0.737 -1.231
C 0.382 1.155 -2.186
H 1.374 -1.086 -0.555
H 1.747 -1.704 1.061
H 2.027 -0.002 0.667
H -0.035 0.130 1.862
H -0.589 -1.422 1.284
H -1.688 -0.520 -0.465
H -1.187 1.960 0.714
H 0.931 1.515 -3.030

=====

Entry 3:
Here is a structure of composition C62H54F3N4O6P3S3Tl from OMol25. Energies are from wB97M-V/def2-TZVPD.

* total charge: +1

Cartesian coordinates (Å):
Tl -0.513 0.842 -0.049
O -1.868 2.497 5.454
C -2.281 1.228 5.362
C -3.040 0.739 6.427
C -3.540 -0.543 6.410
C -3.299 -1.384 5.321
C -2.525 -0.925 4.283
C -1.989 0.369 4.277
C -1.126 0.733 3.143
O -0.788 -0.124 2.276
N -0.732 2.031 3.090
N 0.073 2.315 2.079
C 0.472 3.557 2.039
S -0.012 4.745 3.214
C 0.986 6.085 2.497
C 1.145 5.807 1.017
S 1.629 4.068 0.868
H -1.402 2.717 4.623
H -3.228 1.404 7.261
H -4.128 -0.899 7.247
H -3.714 -2.384 5.292
H -2.312 -1.548 3.430
H 1.945 6.109 3.012
H 0.453 7.018 2.675
H 1.923 6.421 0.565
H 0.206 5.927 0.476
O 2.695 0.019 2.691
N 2.833 0.688 1.493
C 3.933 1.304 1.446
C 4.393 2.072 0.277
C 5.643 2.669 0.445
C 6.237 3.410 -0.559
C 5.586 3.557 -1.768
C 4.339 2.981 -1.957
C 3.712 2.239 -0.958
P 2.095 1.462 -1.394
C 2.756 -0.041 -2.232
C 3.308 0.105 -3.439
C 3.899 -1.036 -4.193
C 3.504 -3.190 -3.930
C 2.889 -3.381 -2.525
C 2.729 -1.388 -1.568
C 1.392 2.478 -2.738
C 0.579 1.851 -3.685
C -0.130 2.598 -4.613
C -0.043 3.983 -4.606
C 0.749 4.616 -3.659
C 1.450 3.872 -2.723
H 1.750 0.000 2.889
H 4.593 1.278 2.314
H 6.154 2.541 1.392
H 7.207 3.863 -0.398
H 6.047 4.121 -2.569
H 3.852 3.110 -2.913
H 3.318 1.075 -3.925
H 4.579 -0.670 -4.960
H 3.805 -4.096 -4.452
H 2.857 -4.404 -2.165
H 2.611 -1.280 -0.487
H 0.521 0.768 -3.703
H -0.753 2.097 -5.346
H -0.595 4.566 -5.332
H 0.814 5.698 -3.645
H 2.051 4.382 -1.981
C -0.437 -4.397 -1.682
N -1.115 -3.869 -2.844
C -2.206 -2.963 -2.624
P -2.054 -1.701 -1.209
C -3.310 -0.562 -1.872
C -4.536 -0.289 -1.276
C -5.440 0.547 -1.916
C -5.117 1.138 -3.125
C -3.865 0.926 -3.690
C -2.965 0.085 -3.065
C -2.816 -2.630 0.162
C -2.083 -2.925 1.308
C -2.613 -3.761 2.282
C -3.893 -4.272 2.141
C -4.640 -3.964 1.011
C -4.102 -3.163 0.018
C -0.935 -4.438 -4.115
C -1.982 -4.463 -5.040
C -1.793 -5.001 -6.306
C -0.568 -5.535 -6.672
C 0.472 -5.526 -5.752
C 0.296 -4.982 -4.491
P 0.570 -3.081 -0.821
C 1.646 -4.078 0.283
C 1.989 -5.417 0.094
C 2.804 -6.070 1.007
C 3.281 -5.406 2.130
C 2.937 -4.079 2.336
C 2.120 -3.425 1.424
C 1.693 -2.455 -2.169
C 0.897 -1.930 -3.329
C 1.423 -1.785 -4.537
C 2.860 -2.086 -4.802
C 4.516 -2.168 -3.336
C 3.890 -2.352 -1.935
H 0.165 -5.251 -1.968
H -1.168 -4.747 -0.939
H -3.137 -3.478 -2.351
H -2.383 -2.391 -3.532
H -4.784 -0.709 -0.311
H -6.397 0.752 -1.452
H -5.825 1.794 -3.614
H -3.589 1.432 -4.607
H -1.982 -0.070 -3.503
H -1.098 -2.498 1.442
H -2.023 -4.009 3.157
H -4.312 -4.911 2.909
H -5.641 -4.359 0.896
H -4.687 -2.960 -0.870
H -2.960 -4.087 -4.766
H -2.621 -5.017 -7.003
H -0.425 -5.959 -7.658
H 1.438 -5.938 -6.021
H 1.133 -4.957 -3.803
H 1.641 -5.983 -0.760
H 3.066 -7.107 0.835
H 3.914 -5.925 2.839
H 3.293 -3.548 3.210
H 1.858 -2.388 1.603
H -0.118 -1.603 -3.136
H 0.831 -1.384 -5.356
H 3.031 -2.238 -5.866
H 5.593 -2.297 -3.409
H 4.570 -2.600 -1.123
F -2.499 5.507 0.761
C -3.172 4.355 0.896
F -4.467 4.601 0.747
F -2.961 3.885 2.128
S -2.593 3.133 -0.369
O -2.854 1.839 0.271
O -3.349 3.442 -1.543
O -1.152 3.382 -0.463

=====

Entry 4:
Here is an isolated molecule of C5H13NS from OMol25. Energies are from wB97M-V/def2-TZVPD.

* structure (SMILES): CSCC[C@H](C)N

Cartesian coordinates (Å):
C 2.901 1.003 0.970
C 1.800 0.021 0.898
C 0.574 0.453 0.045
C -0.827 0.159 0.566
S -2.315 0.470 -0.556
C -2.545 -1.010 -1.615
N 2.412 -1.289 0.385
H 2.547 1.920 1.544
H 3.115 1.041 -0.156
H 3.815 0.607 1.395
H 1.241 -0.234 1.877
H 0.779 1.597 -0.011
H 0.753 0.136 -1.120
H -0.930 0.578 1.537
H -0.912 -0.924 0.692
H -1.617 -1.633 -1.920
H -3.081 -0.616 -2.472
H -3.042 -1.791 -1.008
H 2.905 -1.956 1.032
H 3.156 -0.971 -0.366

=====

Sequential energy above the lowest of the compared OMol25 structures with the same formula, charge and spin output: 70.1, 54.0, 104.3, 44.7 kcal per mole